{
  "formula": "C25H49CuN4O3S2SeSi4Te",
  "method": "the ωB97M-V functional and the def2-TZVPD basis",
  "e_above_lowest_kj_mol": 0.0,
  "multiplicity": 1,
  "total_energy_ha": -7691.3127,
  "charge": -2,
  "fmax_ev_per_a": 0.14,
  "e_lumo_ev": 3.73,
  "orbital_gap_ev": 5.9,
  "elements": ["Cu", "N", "N", "C", "N", "S", "H", "H", "H", "H", "H", "C", "Si", "C", "C", "Si", "Te", "Si", "C", "C", "C", "Si", "C", "C", "C", "H", "H", "H", "H", "H", "H", "H", "H", "H", "H", "H", "H", "H", "H", "H", "H", "H", "H", "H", "H", "H", "H", "H", "H", "H", "H", "H", "C", "C", "C", "C", "C", "C", "Se", "C", "C", "C", "H", "H", "H", "H", "H", "H", "H", "H", "H", "H", "H", "N", "C", "C", "C", "C", "C", "C", "S", "O", "O", "O", "H", "H", "H", "H", "H", "H"],
  "xyz": [[0.651, 0.503, -3.178], [2.076, 0.740, -1.327], [2.194, 2.135, -1.194], [1.819, 2.934, -2.196], [1.698, 4.237, -1.850], [1.555, 2.455, -3.804], [1.455, 0.443, -0.566], [2.986, 0.327, -1.152], [1.949, 2.456, -0.242], [1.556, 4.447, -0.870], [1.210, 4.813, -2.514], [-0.077, -1.971, 2.177], [1.651, -1.454, 2.671], [2.148, -2.420, 4.212], [2.873, -1.916, 1.321], [1.699, 0.864, 3.089], [0.238, 2.152, 1.551], [3.925, 1.553, 3.094], [4.695, 1.569, 1.371], [4.110, 3.293, 3.807], [4.992, 0.388, 4.134], [0.870, 1.254, 5.242], [0.560, 3.092, 5.524], [2.021, 0.672, 6.627], [-0.778, 0.361, 5.435], [-0.102, -3.054, 2.034], [-0.379, -1.490, 1.243], [-0.805, -1.691, 2.942], [2.163, -3.484, 3.957], [1.434, -2.273, 5.026], [3.140, -2.135, 4.573], [2.801, -2.994, 1.150], [3.899, -1.672, 1.613], [2.652, -1.412, 0.377], [4.224, 2.306, 0.718], [4.604, 0.586, 0.901], [5.761, 1.810, 1.438], [3.435, 3.984, 3.297], [5.134, 3.662, 3.695], [3.859, 3.305, 4.870], [5.003, -0.616, 3.705], [4.624, 0.307, 5.159], [6.024, 0.751, 4.170], [1.493, 3.659, 5.504], [0.077, 3.261, 6.492], [-0.086, 3.483, 4.735], [2.944, 1.258, 6.635], [2.291, -0.380, 6.511], [1.539, 0.795, 7.601], [-1.453, 0.657, 4.629], [-1.253, 0.603, 6.391], [-0.649, -0.723, 5.383], [-8.348, 0.716, -5.983], [-6.861, 0.767, -5.741], [-6.253, -0.030, -4.784], [-4.879, 0.002, -4.555], [-4.301, -0.888, -3.494], [-4.056, 0.863, -5.304], [-2.175, 0.964, -5.014], [-4.671, 1.677, -6.280], [-3.852, 2.624, -7.110], [-6.044, 1.615, -6.479], [-8.838, 0.065, -5.257], [-8.582, 0.334, -6.981], [-8.802, 1.707, -5.901], [-6.865, -0.703, -4.188], [-5.080, -1.483, -3.012], [-3.787, -0.293, -2.735], [-3.555, -1.563, -3.921], [-3.329, 3.340, -6.473], [-4.483, 3.163, -7.821], [-3.069, 2.086, -7.649], [-6.491, 2.256, -7.236], [-0.677, -0.892, -2.691], [-0.262, -2.125, -2.051], [1.080, -2.481, -2.082], [1.519, -3.609, -1.407], [0.619, -4.386, -0.692], [-0.728, -4.056, -0.697], [-1.170, -2.927, -1.374], [1.236, -5.734, 0.323], [2.255, -6.378, -0.491], [0.071, -6.556, 0.611], [1.772, -5.035, 1.489], [-1.261, -1.015, -3.525], [-1.293, -0.379, -2.062], [1.778, -1.853, -2.625], [2.565, -3.888, -1.413], [-1.416, -4.683, -0.145], [-2.218, -2.650, -1.359]],
  "forces_ev_per_angstrom": [[-0.0230, 0.0562, -0.0551], [-0.0674, 0.0121, 0.0602], [0.0153, -0.0464, -0.0542], [0.0116, 0.0699, -0.0714], [0.0043, -0.0135, 0.0148], [-0.0062, -0.0245, 0.0376], [0.0189, 0.0336, 0.0307], [-0.0089, -0.0283, -0.0538], [-0.0084, -0.0231, 0.0949], [0.0077, 0.0004, -0.0013], [0.0000, -0.0037, -0.0031], [-0.0107, -0.0009, -0.0261], [0.0041, -0.0535, -0.0042], [-0.0157, 0.0019, 0.0251], [0.0355, 0.0239, -0.0223], [-0.0474, -0.0562, 0.0443], [0.0718, 0.0644, 0.0459], [0.0322, 0.0223, -0.0183], [-0.0071, -0.0240, -0.0159], [-0.0093, -0.0114, 0.0091], [0.0088, 0.0311, 0.0014], [-0.0272, 0.0103, -0.0037], [0.0019, -0.0109, -0.0007], [0.0144, -0.0080, -0.0098], [0.0059, 0.0000, 0.0019], [0.0277, 0.0083, 0.0108], [-0.0021, 0.0116, 0.0112], [-0.0091, 0.0049, -0.0001], [0.0011, 0.0037, -0.0213], [0.0069, 0.0091, -0.0010], [0.0029, 0.0044, 0.0082], [0.0045, 0.0182, 0.0402], [-0.0004, 0.0127, -0.0109], [0.0020, 0.0097, 0.0062], [-0.0159, -0.0102, 0.0112], [-0.0059, 0.0180, 0.0025], [-0.0039, 0.0086, -0.0090], [-0.0035, -0.0019, 0.0037], [0.0059, -0.0048, -0.0012], [-0.0002, 0.0047, -0.0069], [-0.0085, -0.0051, -0.0056], [-0.0034, -0.0012, -0.0098], [0.0035, -0.0100, 0.0088], [-0.0072, 0.0016, -0.0088], [-0.0002, -0.0048, -0.0001], [0.0076, 0.0066, -0.0034], [-0.0019, -0.0081, 0.0020], [0.0002, 0.0055, -0.0042], [-0.0022, 0.0005, -0.0001], [-0.0023, -0.0091, -0.0006], [0.0053, 0.0071, 0.0004], [-0.0001, -0.0019, -0.0079], [0.0047, 0.0024, 0.0031], [-0.0174, 0.0046, -0.0127], [0.0145, -0.0119, 0.0004], [-0.0117, 0.0196, -0.0134], [-0.0020, 0.0007, -0.0019], [-0.0234, 0.0162, 0.0040], [0.0114, -0.0575, 0.0019], [-0.0149, -0.0216, 0.0188], [0.0102, 0.0060, 0.0100], [0.0150, 0.0057, -0.0071], [-0.0008, -0.0014, 0.0003], [0.0014, -0.0028, -0.0003], [0.0006, -0.0014, 0.0010], [-0.0008, 0.0005, -0.0004], [-0.0087, 0.0042, 0.0001], [0.0113, -0.0042, 0.0028], [0.0113, -0.0028, 0.0013], [0.0024, -0.0028, -0.0029], [-0.0060, -0.0060, -0.0027], [-0.0028, 0.0043, -0.0065], [-0.0017, -0.0024, 0.0004], [-0.0943, 0.0197, 0.0988], [0.0986, 0.0367, -0.0472], [-0.0275, -0.0430, 0.0207], [-0.0085, 0.0182, -0.0358], [-0.0047, -0.0410, -0.0033], [-0.0049, 0.0189, 0.0296], [0.0199, 0.0043, 0.0033], [-0.0224, -0.0207, -0.0120], [0.0011, 0.0105, -0.0058], [-0.0097, 0.0095, -0.0134], [-0.0017, -0.0257, 0.0526], [0.0838, -0.0180, -0.0844], [-0.0125, -0.0041, -0.0270], [0.0038, 0.0003, -0.0101], [-0.0047, -0.0098, 0.0001], [-0.0020, -0.0035, -0.0022], [-0.0090, -0.0012, 0.0001]],
  "lowdin_charge": [0.065, 0.016, -0.115, -0.838, 0.096, 0.673, 0.026, 0.089, -0.065, 0.085, 0.087, -0.204, 0.327, -0.208, -0.200, -0.089, 0.227, 0.313, -0.223, -0.231, -0.219, 0.295, -0.236, -0.226, -0.228, 0.027, 0.013, 0.019, 0.029, 0.012, 0.012, 0.012, 0.016, 0.000, 0.009, 0.008, 0.025, 0.023, 0.020, 0.009, 0.015, 0.008, 0.022, 0.009, 0.020, 0.003, 0.010, 0.011, 0.020, 0.024, 0.021, 0.013, -0.079, -0.305, -0.043, -0.317, -0.115, -0.609, 0.535, -0.325, -0.130, -0.047, 0.063, 0.068, 0.067, 0.101, 0.066, 0.060, 0.060, 0.056, 0.060, 0.053, 0.103, 0.003, -0.291, -0.045, -0.066, -0.264, -0.061, -0.029, 0.402, -0.368, -0.370, -0.372, -0.006, 0.091, 0.093, 0.116, 0.110, 0.111]
}

***

{
  "formula": "C12H17N2O7SW",
  "method": "the ωB97M-V functional and the def2-TZVPD basis",
  "e_above_lowest_kj_mol": 379.5,
  "multiplicity": 1,
  "total_energy_ha": -1567.7304,
  "charge": 3,
  "fmax_ev_per_a": 0.62,
  "e_lumo_ev": [-14.31, -14.31],
  "orbital_gap_ev": [6.0, 6.0],
  "elements": ["W", "N", "C", "C", "O", "N", "C", "C", "O", "O", "H", "H", "H", "H", "H", "H", "C", "O", "H", "H", "H", "H", "C", "C", "C", "C", "C", "C", "C", "S", "O", "O", "O", "H", "H", "H", "H", "H", "H", "H"],
  "xyz": [[0.460, 0.232, -0.407], [-0.020, 1.115, 1.548], [-0.260, 0.119, 2.631], [-1.064, -0.964, 1.957], [-1.967, -1.575, 2.396], [-0.570, -1.181, 0.580], [-1.648, -1.737, -0.288], [-1.512, -0.476, -1.167], [-0.517, -0.567, -1.988], [-1.596, 0.718, -0.696], [0.691, 1.793, 1.821], [-0.877, 1.658, 1.399], [-0.814, 0.560, 3.458], [0.688, -0.277, 2.997], [-2.577, -1.861, 0.263], [-1.361, -2.620, -0.851], [-0.203, 3.071, -1.825], [0.544, 2.317, -0.717], [0.188, 4.083, -1.795], [-1.248, 3.032, -1.551], [0.014, 2.567, -2.763], [1.460, 2.648, -0.717], [5.125, 2.844, 2.598], [4.572, 1.874, 1.603], [5.346, 1.460, 0.510], [4.871, 0.557, -0.460], [3.631, 0.021, -0.271], [2.793, 0.347, 0.838], [3.314, 1.290, 1.761], [2.711, -0.699, -1.569], [3.365, -1.360, -2.606], [1.607, -1.412, -0.762], [1.806, 0.507, -1.916], [5.337, 3.801, 2.116], [6.067, 2.472, 3.004], [4.440, 3.017, 3.425], [6.345, 1.867, 0.389], [5.463, 0.330, -1.339], [2.249, -0.482, 1.309], [2.789, 1.477, 2.694]],
  "forces_ev_per_angstrom": [[0.3189, -0.4513, 0.2760], [0.0166, 0.0596, -0.0257], [-0.0282, 0.0082, -0.0900], [0.1604, -0.0080, -0.0438], [-0.0071, -0.0363, 0.0175], [-0.1820, 0.1814, 0.0474], [-0.0772, 0.0049, -0.0637], [0.0803, 0.1309, 0.0633], [0.1186, 0.0422, 0.0711], [-0.3191, 0.0130, 0.0059], [-0.0180, 0.0011, 0.0202], [-0.0110, -0.0019, 0.0439], [-0.0302, -0.0387, 0.0025], [-0.0080, 0.0100, 0.0340], [0.0081, -0.0218, 0.0012], [-0.0447, -0.0190, 0.0096], [-0.0099, -0.0415, 0.0542], [0.0640, 0.0596, 0.0083], [-0.0092, 0.0057, 0.0077], [-0.0058, 0.0192, -0.0130], [0.0014, 0.0136, -0.0024], [-0.0955, -0.0103, -0.1176], [-0.0136, 0.0032, 0.0052], [-0.0544, -0.0204, 0.0083], [0.0057, 0.0188, 0.0115], [-0.0302, -0.0218, -0.0216], [0.0108, 0.0418, -0.0847], [-0.1905, -0.0012, -0.0188], [0.0541, 0.0172, 0.0200], [-0.1254, 0.0092, -0.1244], [0.0902, -0.0035, 0.0495], [-0.0061, -0.0135, 0.0734], [0.2789, 0.0649, -0.2297], [0.0156, -0.0019, 0.0036], [0.0052, 0.0092, 0.0011], [0.0028, 0.0045, 0.0021], [0.0022, 0.0036, 0.0093], [-0.0062, -0.0133, -0.0018], [0.0357, -0.0183, -0.0121], [0.0030, 0.0012, 0.0022]],
  "lowdin_charge": [2.026, -0.030, -0.040, -0.396, 0.258, -0.075, 0.037, -0.410, 0.023, -0.008, 0.116, 0.149, 0.169, 0.145, 0.154, 0.163, 0.088, -0.257, 0.124, 0.103, 0.113, 0.136, 0.006, -0.193, 0.114, 0.053, -0.261, -0.179, 0.029, 0.736, -0.076, -0.363, -0.376, 0.116, 0.119, 0.098, 0.163, 0.160, 0.129, 0.136]
}